Entry 1:
This record from the OMol25 dataset describes a 8-piece molecular cluster, C21H53B4F16N5O3 overall at a distorted geometry. The level of theory is the ωB97M-V functional and the def2-TZVPD basis.

Computed properties:
ΔE to the lowest compared entry with this formula, charge and spin   0.0 kcal per mole
HOMO   -10.124 eV
Strongest force on any atom   3.3 eV Å⁻¹
DFT total energy   -82438.4818 eV

Last column: Löwdin charge in e.
Element x y z (Å)
C (-1.026, -1.577, 4.684)  0.058
N (-1.221, -2.963, 5.193)  -0.315
C (-1.083, -3.937, 4.029)  0.031
C (-0.206, -3.540, 6.138)  -0.004
C (-2.538, -3.136, 5.902)  -0.115
C (-2.611, -2.574, 7.312)  -0.270
O (-2.324, -1.220, 7.383)  -0.060
H (-1.123, -0.879, 5.523)  0.125
H (-1.783, -1.483, 3.970)  0.074
H (-0.092, -1.569, 4.216)  0.053
H (-2.030, -3.831, 3.460)  0.126
H (-1.069, -4.937, 4.416)  0.095
H (-0.159, -3.733, 3.510)  0.089
H (0.683, -3.808, 5.631)  0.078
H (-0.661, -4.399, 6.698)  0.123
H (-0.059, -2.776, 6.867)  0.099
H (-2.822, -4.231, 5.877)  0.159
H (-3.242, -2.533, 5.311)  0.117
H (-1.900, -3.138, 8.011)  0.135
H (-3.631, -2.707, 7.699)  0.133
H (-3.044, -0.785, 6.864)  0.104
C (-2.180, 2.054, 1.741)  0.022
N (-2.030, 1.168, 0.590)  -0.368
C (-1.825, -0.289, 0.866)  0.042
C (-3.215, 1.254, -0.303)  0.032
C (-0.848, 1.678, -0.135)  -0.100
C (0.553, 1.744, 0.597)  -0.216
O (1.078, 2.999, 0.901)  -0.066
H (-2.311, 3.091, 1.346)  0.128
H (-1.288, 2.087, 2.329)  0.101
H (-3.105, 1.725, 2.308)  0.129
H (-2.494, -0.545, 1.642)  0.067
H (-0.813, -0.562, 1.227)  0.130
H (-2.033, -0.929, 0.068)  0.078
H (-3.432, 2.282, -0.532)  0.107
H (-3.998, 0.652, 0.178)  0.131
H (-2.851, 0.720, -1.200)  0.096
H (-1.096, 2.688, -0.464)  0.129
H (-0.759, 1.035, -1.045)  0.126
H (1.211, 1.214, -0.076)  0.092
H (0.617, 1.172, 1.566)  0.132
H (1.008, 3.638, 0.157)  0.089
C (0.826, 0.033, -5.435)  0.013
N (-0.342, 0.870, -5.855)  -0.321
C (-0.761, 0.668, -7.280)  0.015
C (-1.547, 0.461, -4.979)  0.033
C (-0.173, 2.323, -5.607)  -0.109
C (0.944, 3.039, -6.399)  -0.229
O (2.201, 2.485, -6.164)  -0.059
H (0.907, 0.230, -4.350)  0.089
H (1.791, 0.353, -5.917)  0.114
H (0.624, -1.014, -5.568)  0.103
H (0.099, 0.821, -7.908)  0.101
H (-1.535, 1.313, -7.484)  0.073
H (-1.169, -0.374, -7.437)  0.137
H (-2.412, 0.995, -5.362)  0.111
H (-1.291, 0.672, -3.928)  0.107
H (-1.735, -0.561, -5.026)  0.072
H (0.162, 2.399, -4.587)  0.098
H (-1.171, 2.826, -5.762)  0.161
H (0.906, 4.119, -6.172)  0.136
H (0.837, 2.935, -7.477)  0.112
H (2.598, 2.954, -5.445)  0.070
C (3.836, -1.076, -3.426)  -0.068
C (3.063, -1.336, -2.173)  -0.123
N (3.519, -0.360, -1.109)  -0.018
C (3.368, -0.701, 0.176)  -0.033
C (3.681, 0.370, 0.948)  0.004
N (4.009, 1.428, 0.078)  -0.025
C (3.923, 0.895, -1.161)  -0.038
C (4.241, 2.841, 0.530)  0.017
H (3.541, -0.059, -3.854)  0.095
H (3.525, -1.898, -4.088)  0.094
H (4.884, -1.100, -3.198)  0.076
H (3.245, -2.301, -1.770)  0.125
H (2.032, -1.193, -2.357)  0.092
H (3.008, -1.669, 0.400)  0.129
H (3.566, 0.340, 2.046)  0.142
H (4.034, 1.333, -2.120)  0.144
H (3.291, 3.294, 0.743)  0.056
H (4.699, 3.432, -0.236)  0.078
H (4.904, 2.820, 1.496)  0.138
B (-0.968, -1.725, -2.503)  -1.353
F (-2.202, -1.043, -2.440)  0.092
F (-0.848, -2.311, -3.787)  0.091
F (0.020, -0.794, -2.377)  0.124
F (-0.812, -2.627, -1.483)  0.155
B (2.207, -1.931, 3.348)  -1.217
F (3.571, -1.872, 2.983)  0.100
F (1.535, -2.761, 2.387)  0.057
F (2.026, -2.560, 4.626)  0.070
F (1.557, -0.705, 3.381)  0.111
B (-4.424, -0.031, 4.260)  -1.323
F (-5.658, 0.330, 3.756)  0.129
F (-3.714, -0.683, 3.187)  0.037
F (-3.679, 0.997, 4.720)  0.168
F (-4.674, -0.969, 5.272)  0.102
B (1.572, 3.414, -2.506)  -1.120
F (1.777, 3.917, -3.836)  0.084
F (1.105, 2.044, -2.704)  0.050
F (2.693, 3.429, -1.653)  0.116
F (0.534, 4.153, -1.874)  0.097

***

Entry 2:
This record from the OMol25 dataset describes a 6-piece molecular cluster, C21H53BrNO10S overall at a distorted geometry. The level of theory is the ωB97M-V functional and the def2-TZVPD basis.

Computed properties:
HOMO   -2.240 eV
Strongest force on any atom   1.6 eV Å⁻¹
DFT total energy   -125472.6061 eV
Charge   -1

Last column: Löwdin charge in e.
Element x y z (Å)
N (-0.140, 3.400, -2.903)  -0.214
C (-0.757, 4.452, -3.769)  -1.172
S (-2.572, 4.129, -3.600)  0.386
Br (-0.281, 6.229, -2.970)  0.269
H (0.015, 2.640, -3.548)  0.007
H (0.762, 3.731, -2.588)  0.000
H (-2.813, 3.834, -2.265)  -0.202
C (-0.600, -2.889, -3.729)  -0.115
O (-1.943, -2.539, -3.999)  -0.190
C (-2.380, -1.425, -3.224)  -0.193
C (-2.415, -0.151, -4.043)  -0.194
O (-1.102, 0.267, -4.387)  -0.208
C (-0.774, -0.005, -5.735)  -0.110
H (-0.301, -3.645, -4.455)  0.084
H (0.065, -2.027, -3.824)  0.072
H (-0.509, -3.314, -2.723)  0.090
H (-1.744, -1.293, -2.344)  0.106
H (-3.395, -1.651, -2.880)  0.123
H (-2.857, 0.648, -3.440)  0.117
H (-3.031, -0.281, -4.937)  0.126
H (-1.351, 0.642, -6.403)  0.091
H (-0.953, -1.054, -5.990)  0.080
H (0.285, 0.214, -5.869)  0.088
C (2.368, 0.561, 1.497)  -0.118
O (2.015, 1.256, 0.320)  -0.178
C (2.003, 0.416, -0.831)  -0.191
C (0.591, 0.041, -1.227)  -0.196
O (-0.006, -0.822, -0.263)  -0.204
C (-0.937, -0.129, 0.556)  -0.104
H (2.214, 1.235, 2.339)  0.087
H (1.747, -0.328, 1.639)  0.082
H (3.425, 0.270, 1.470)  0.069
H (2.606, -0.481, -0.661)  0.116
H (2.461, 0.981, -1.647)  0.127
H (0.624, -0.507, -2.174)  0.105
H (-0.019, 0.937, -1.379)  0.120
H (-1.819, 0.149, -0.030)  0.090
H (-0.495, 0.766, 0.997)  0.083
H (-1.248, -0.798, 1.359)  0.076
C (-1.154, -3.009, 4.250)  -0.110
O (-2.225, -2.605, 3.417)  -0.203
C (-2.604, -3.612, 2.487)  -0.201
C (-3.884, -4.298, 2.917)  -0.201
O (-3.686, -5.083, 4.087)  -0.192
C (-4.191, -4.460, 5.253)  -0.116
H (-1.026, -2.248, 5.018)  0.086
H (-1.362, -3.967, 4.734)  0.083
H (-0.228, -3.082, 3.671)  0.090
H (-1.801, -4.341, 2.353)  0.128
H (-2.774, -3.115, 1.527)  0.125
H (-4.203, -4.980, 2.122)  0.124
H (-4.677, -3.562, 3.072)  0.126
H (-5.286, -4.437, 5.230)  0.087
H (-3.806, -3.444, 5.364)  0.083
H (-3.873, -5.052, 6.110)  0.086
C (5.390, -1.471, -2.186)  -0.111
O (5.266, -0.123, -1.770)  -0.197
C (5.919, 0.134, -0.537)  -0.204
C (7.228, 0.865, -0.749)  -0.200
O (8.190, 0.033, -1.386)  -0.193
C (8.347, 0.334, -2.761)  -0.114
H (4.990, -1.544, -3.196)  0.090
H (6.434, -1.794, -2.195)  0.082
H (4.807, -2.127, -1.530)  0.087
H (6.082, -0.793, 0.020)  0.128
H (5.252, 0.771, 0.053)  0.117
H (7.639, 1.146, 0.225)  0.124
H (7.063, 1.779, -1.325)  0.128
H (8.834, 1.307, -2.885)  0.087
H (7.387, 0.336, -3.283)  0.084
H (8.984, -0.434, -3.199)  0.086
C (-2.370, 4.969, 3.529)  -0.109
O (-3.630, 4.351, 3.734)  -0.196
C (-4.081, 3.643, 2.586)  -0.200
C (-3.895, 2.149, 2.752)  -0.200
O (-2.520, 1.800, 2.756)  -0.197
C (-2.031, 1.511, 4.051)  -0.108
H (-2.033, 5.361, 4.489)  0.084
H (-1.628, 4.256, 3.160)  0.085
H (-2.461, 5.800, 2.824)  0.091
H (-3.568, 3.993, 1.687)  0.130
H (-5.149, 3.856, 2.473)  0.123
H (-4.355, 1.641, 1.899)  0.126
H (-4.389, 1.799, 3.664)  0.123
H (-2.457, 0.571, 4.418)  0.083
H (-2.256, 2.318, 4.754)  0.083
H (-0.949, 1.399, 3.979)  0.086

***

Entry 3:
This record from the OMol25 dataset describes C21H53N2O15Sr as an isolated structure at a distorted geometry. The level of theory is the ωB97M-V functional and the def2-TZVPD basis.

Computed properties:
HOMO   -10.469 eV
Strongest force on any atom   5.9 eV Å⁻¹
DFT total energy   -57147.3759 eV
Charge   +1

Last column: Löwdin charge in e.
Element x y z (Å)
Sr (0.701, 1.517, -2.901)  1.702
N (-0.086, -0.567, -0.061)  -0.620
O (-0.475, -0.426, 1.113)  0.013
O (-0.126, -1.677, -0.571)  0.003
O (0.068, 0.371, -0.794)  -0.189
C (3.146, 1.524, 0.886)  0.102
N (3.578, 1.134, -0.550)  -0.400
O (4.699, 0.802, -0.740)  0.150
O (2.753, 1.332, -1.421)  -0.118
H (2.816, 2.563, 0.909)  0.107
H (3.973, 1.248, 1.540)  0.104
H (2.312, 0.922, 1.248)  0.085
C (3.322, -1.638, 5.308)  -0.143
O (3.653, -1.574, 3.964)  -0.201
C (4.473, -2.717, 3.609)  -0.186
C (4.417, -2.938, 2.097)  -0.181
O (3.229, -3.645, 1.623)  -0.212
C (1.978, -2.944, 1.808)  -0.071
H (2.927, -0.633, 5.459)  0.090
H (4.175, -1.834, 5.957)  0.091
H (2.515, -2.327, 5.558)  0.090
H (4.288, -3.646, 4.148)  0.134
H (5.529, -2.481, 3.740)  0.120
H (5.203, -3.675, 1.936)  0.119
H (4.673, -2.088, 1.465)  0.114
H (2.134, -1.978, 1.327)  0.069
H (1.748, -2.932, 2.874)  0.088
H (1.291, -3.571, 1.240)  0.084
C (2.628, -1.541, -2.894)  -0.023
O (1.405, -0.869, -3.379)  -0.340
C (0.400, -1.689, -3.965)  -0.148
C (-0.979, -0.851, -4.080)  -0.112
O (-0.782, 0.460, -4.728)  -0.353
C (-0.662, 0.329, -6.213)  -0.016
H (2.426, -2.556, -2.553)  0.105
H (3.152, -1.035, -2.082)  0.062
H (3.474, -1.580, -3.581)  0.095
H (0.315, -2.657, -3.471)  0.136
H (0.765, -1.895, -4.971)  0.113
H (-1.210, -0.601, -3.044)  0.076
H (-1.784, -1.421, -4.544)  0.141
H (-1.650, 0.015, -6.548)  0.094
H (-0.026, -0.540, -6.379)  0.080
H (-0.381, 1.152, -6.871)  0.098
C (-0.765, 5.190, 5.974)  -0.114
O (-1.397, 6.057, 5.077)  -0.177
C (-1.028, 5.931, 3.719)  -0.187
C (-1.108, 4.515, 3.057)  -0.175
O (-0.123, 3.582, 3.557)  -0.238
C (-0.270, 2.301, 2.989)  -0.110
H (-1.091, 5.617, 6.922)  0.096
H (0.323, 5.226, 5.937)  0.090
H (-1.042, 4.146, 5.826)  0.084
H (-0.011, 6.318, 3.645)  0.117
H (-1.581, 6.626, 3.087)  0.120
H (-0.849, 4.430, 2.002)  0.105
H (-2.145, 4.187, 3.122)  0.122
H (0.722, 1.881, 3.155)  0.083
H (-0.397, 2.317, 1.907)  0.068
H (-1.070, 1.892, 3.606)  0.105
C (-2.089, -5.339, 2.561)  -0.104
O (-2.778, -4.102, 2.459)  -0.179
C (-2.501, -3.240, 1.379)  -0.175
C (-3.163, -3.685, 0.016)  -0.192
O (-2.693, -4.988, -0.303)  -0.204
C (-3.466, -5.560, -1.357)  -0.102
H (-2.707, -6.125, 2.126)  0.081
H (-1.993, -5.659, 3.599)  0.079
H (-1.059, -5.299, 2.209)  0.085
H (-1.448, -3.027, 1.192)  0.094
H (-3.106, -2.394, 1.705)  0.123
H (-2.834, -3.014, -0.777)  0.099
H (-4.253, -3.667, 0.003)  0.116
H (-3.349, -4.923, -2.233)  0.080
H (-4.527, -5.672, -1.131)  0.084
H (-3.104, -6.585, -1.436)  0.091
C (-0.064, 4.917, -4.728)  -0.069
O (-0.516, 3.656, -4.213)  -0.268
C (-1.910, 3.528, -4.382)  -0.190
C (-2.554, 2.994, -3.072)  -0.151
O (-1.986, 1.737, -2.658)  -0.298
C (-2.858, 1.066, -1.729)  -0.054
H (-0.183, 5.078, -5.799)  0.103
H (1.013, 4.946, -4.560)  0.090
H (-0.452, 5.788, -4.200)  0.104
H (-2.128, 2.747, -5.111)  0.120
H (-2.400, 4.413, -4.787)  0.138
H (-3.638, 3.026, -3.174)  0.138
H (-2.239, 3.694, -2.298)  0.133
H (-2.444, 0.071, -1.565)  0.077
H (-3.902, 1.016, -2.038)  0.104
H (-2.841, 1.546, -0.750)  0.104

***

Entry 4:
This record from the OMol25 dataset describes C21H54AsF6N6O9 as an isolated structure at a distorted geometry. The level of theory is the ωB97M-V functional and the def2-TZVPD basis.

Computed properties:
ΔE to the lowest compared entry with this formula, charge and spin   131.4 kcal per mole
HOMO   -7.807 eV
Strongest force on any atom   6.0 eV Å⁻¹
DFT total energy   -127170.2125 eV
Charge   -1

Last column: Löwdin charge in e.
Element x y z (Å)
As (0.580, -0.413, 0.127)  0.929
F (1.366, -0.431, 1.799)  -0.343
F (0.069, -2.155, 0.270)  -0.324
F (0.139, -0.403, -1.604)  -0.303
F (1.226, 1.261, -0.087)  -0.321
F (2.174, -1.049, -0.445)  -0.338
F (-1.012, 0.124, 0.770)  -0.300
C (-6.754, 5.929, 1.186)  -0.037
C (-7.675, 5.091, 2.169)  -0.516
C (-7.567, 3.616, 1.938)  -0.085
O (-7.282, 5.287, 3.458)  -0.039
H (-5.805, 5.438, 0.970)  0.073
H (-6.475, 6.948, 1.455)  0.070
H (-7.340, 5.988, 0.268)  0.067
H (-8.744, 5.284, 2.074)  0.136
H (-7.577, 3.162, 0.947)  0.080
H (-8.382, 3.065, 2.407)  0.076
H (-6.719, 3.111, 2.400)  0.081
H (-6.374, 4.976, 3.456)  0.094
C (-3.112, 3.577, -6.420)  -0.069
C (-4.429, 4.237, -6.388)  -0.456
C (-4.605, 5.533, -7.317)  -0.042
O (-5.306, 3.238, -6.925)  -0.092
H (-2.581, 3.573, -7.372)  0.084
H (-3.194, 2.531, -6.126)  0.089
H (-2.474, 4.123, -5.724)  0.085
H (-4.873, 4.385, -5.404)  0.131
H (-4.108, 5.483, -8.285)  0.067
H (-4.187, 6.370, -6.757)  0.065
H (-5.617, 5.783, -7.638)  0.061
H (-6.217, 3.540, -6.938)  0.077
C (7.946, -1.413, -5.670)  -0.059
C (6.703, -0.957, -4.835)  -0.435
C (6.596, 0.565, -4.904)  -0.085
O (5.505, -1.334, -5.560)  -0.072
H (7.814, -1.290, -6.745)  0.076
H (8.245, -2.418, -5.372)  0.069
H (8.828, -0.775, -5.620)  0.064
H (6.737, -1.381, -3.832)  0.134
H (7.509, 1.083, -4.610)  0.069
H (5.775, 0.914, -4.278)  0.078
H (6.476, 0.989, -5.901)  0.082
H (4.866, -1.137, -4.871)  0.080
O (6.161, -7.838, 0.474)  -0.002
C (5.808, -6.780, -0.074)  -0.580
N (4.894, -5.955, 0.503)  0.147
C (6.199, -6.464, -1.515)  -0.013
H (4.405, -5.162, 0.113)  0.109
H (4.536, -6.278, 1.391)  0.105
H (6.383, -7.438, -1.968)  0.081
H (7.045, -5.793, -1.368)  0.080
H (5.473, -5.942, -2.138)  0.074
O (2.234, -7.250, -6.591)  0.004
C (1.533, -6.331, -7.046)  -0.640
N (1.859, -5.685, -8.096)  0.159
C (0.282, -5.847, -6.333)  -0.004
H (2.638, -5.971, -8.672)  0.123
H (1.212, -5.186, -8.689)  0.115
H (-0.009, -4.887, -6.759)  0.069
H (0.515, -5.540, -5.314)  0.088
H (-0.478, -6.628, -6.360)  0.085
O (8.406, -0.945, 5.576)  0.058
C (7.502, -0.747, 4.845)  -0.690
N (6.312, -0.629, 5.365)  0.157
C (7.637, -0.678, 3.338)  -0.001
H (6.248, -0.704, 6.370)  0.118
H (5.463, -0.454, 4.847)  0.115
H (6.964, 0.024, 2.845)  0.076
H (7.332, -1.674, 3.018)  0.086
H (8.659, -0.421, 3.059)  0.081
O (-1.334, 6.579, 3.851)  0.018
C (-0.290, 6.284, 3.286)  -0.620
N (-0.152, 6.201, 1.974)  0.158
C (0.926, 6.035, 4.161)  -0.011
H (0.632, 5.625, 1.700)  0.102
H (-0.908, 6.015, 1.330)  0.119
H (1.487, 5.260, 3.638)  0.070
H (0.694, 5.607, 5.137)  0.082
H (1.534, 6.925, 4.322)  0.082
O (-3.676, -5.718, 6.641)  -0.021
C (-2.799, -5.196, 5.908)  -0.577
N (-3.016, -4.929, 4.633)  0.154
C (-1.417, -4.832, 6.516)  -0.010
H (-2.359, -4.327, 4.158)  0.111
H (-3.904, -5.019, 4.161)  0.120
H (-1.246, -3.768, 6.351)  0.074
H (-0.717, -5.418, 5.922)  0.072
H (-1.195, -5.097, 7.550)  0.077
O (-6.980, -0.756, 8.315)  0.016
C (-6.719, 0.337, 7.836)  -0.608
N (-7.726, 1.148, 7.574)  0.147
C (-5.269, 0.735, 7.426)  0.001
H (-8.696, 0.868, 7.613)  0.119
H (-7.430, 1.977, 7.080)  0.100
H (-4.551, 0.270, 8.101)  0.080
H (-5.143, 1.808, 7.569)  0.064
H (-5.105, 0.541, 6.366)  0.081